{
  "formula": "C28H82N6O10",
  "method": "wB97M-V/def2-TZVPD",
  "species": ["C", "O", "C", "C", "C", "N", "H", "H", "H", "H", "H", "H", "H", "H", "H", "H", "H", "C", "O", "C", "C", "C", "N", "H", "H", "H", "H", "H", "H", "H", "H", "H", "H", "H", "C", "O", "C", "C", "C", "N", "H", "H", "H", "H", "H", "H", "H", "H", "H", "H", "H", "C", "O", "C", "C", "C", "N", "H", "H", "H", "H", "H", "H", "H", "H", "H", "H", "H", "C", "O", "C", "C", "C", "N", "H", "H", "H", "H", "H", "H", "H", "H", "H", "H", "H", "C", "O", "C", "C", "C", "N", "H", "H", "H", "H", "H", "H", "H", "H", "H", "H", "H", "C", "O", "H", "H", "H", "H", "C", "O", "H", "H", "H", "H", "C", "O", "H", "H", "H", "H", "C", "O", "H", "H", "H", "H"],
  "xyz": [[7.187761, -0.877562, 18.724630], [7.331690, -2.120260, 19.414759], [6.151206, -2.917179, 19.232992], [6.383691, -4.223220, 19.895498], [7.385930, -4.986696, 19.015001], [5.187142, -4.962533, 20.166108], [6.273996, -0.318909, 19.026804], [7.255475, -1.030947, 17.653268], [8.035994, -0.224758, 18.960355], [5.338330, -2.411400, 19.748946], [5.886470, -2.979903, 18.199837], [6.859715, -4.071517, 20.874363], [7.942870, -5.789576, 19.534956], [8.154349, -4.350938, 18.518700], [6.867683, -5.442145, 18.165768], [4.594453, -4.410629, 20.795588], [4.685499, -5.109433, 19.283651], [5.395369, -3.769156, 29.495899], [4.177860, -4.064787, 28.907253], [4.374695, -4.494483, 27.596380], [3.087478, -5.261816, 27.306508], [3.141700, -5.832559, 25.945963], [1.794137, -4.538390, 27.353073], [6.049534, -4.658511, 29.461443], [5.180681, -3.513741, 30.505139], [5.904749, -2.941622, 28.974880], [4.657563, -3.699630, 26.908305], [5.179661, -5.273598, 27.589669], [2.973889, -5.971615, 28.122591], [3.212687, -5.011803, 25.224176], [2.277651, -6.480216, 25.727688], [4.085394, -6.331853, 25.773826], [1.664414, -4.046962, 28.214254], [1.736521, -3.973998, 26.504255], [-3.086671, -6.461863, 20.008229], [-2.131455, -7.341335, 20.578679], [-1.619921, -6.944806, 21.824480], [-0.325032, -7.784920, 22.139603], [0.308632, -7.434713, 23.437980], [0.559382, -7.567005, 21.028997], [-3.562516, -6.931931, 19.168535], [-2.652998, -5.525758, 19.619453], [-3.889400, -6.259293, 20.711853], [-1.313276, -5.880362, 21.796050], [-2.376438, -7.121350, 22.629670], [-0.674807, -8.858879, 22.089317], [0.962190, -8.225242, 23.807760], [-0.415091, -7.294497, 24.201347], [0.890780, -6.535463, 23.335249], [1.354051, -8.181438, 21.052325], [0.108049, -7.776525, 20.138990], [3.354050, -2.701833, 23.277669], [4.696117, -2.583077, 22.832783], [5.242417, -1.274943, 22.944231], [6.771019, -1.293285, 22.980713], [7.240958, -1.582646, 24.441741], [7.171019, 0.074880, 22.710122], [3.214731, -3.752034, 23.595286], [2.665362, -2.501295, 22.428098], [3.237393, -1.924329, 24.057373], [4.915025, -0.601655, 22.126409], [4.849433, -0.765657, 23.853880], [7.134810, -2.047150, 22.271067], [8.262410, -1.903291, 24.375650], [6.758163, -2.464257, 24.850356], [7.188546, -0.701161, 25.091791], [8.000142, 0.414771, 23.169318], [7.240084, 0.222827, 21.703654], [5.334080, -8.737794, 19.721932], [4.248971, -8.736937, 18.869262], [3.702554, -10.075697, 18.689986], [4.629516, -11.149395, 18.103232], [5.219488, -10.759602, 16.756927], [3.837874, -12.409533, 18.027167], [5.146603, -9.238860, 20.682199], [5.474370, -7.704592, 19.977419], [6.204023, -9.218380, 19.287698], [3.395576, -10.472647, 19.667627], [2.791284, -9.971979, 18.102581], [5.382210, -11.423599, 18.853838], [5.880356, -9.854632, 16.951909], [4.399376, -10.428458, 16.100467], [5.804013, -11.548104, 16.327177], [4.450050, -13.214708, 17.922913], [3.246819, -12.453657, 17.209607], [7.834492, -15.784495, 22.922298], [7.364962, -14.659064, 23.651997], [6.764761, -13.722245, 22.778987], [5.942568, -12.827439, 23.664754], [5.007124, -12.012347, 22.858722], [6.673445, -11.938703, 24.530904], [8.822273, -15.563829, 22.496270], [7.096007, -16.106998, 22.224376], [7.982985, -16.643515, 23.591446], [7.523231, -13.262138, 22.157169], [6.050511, -14.228641, 22.071205], [5.376878, -13.532360, 24.274616], [4.537834, -12.621729, 22.096481], [5.532178, -11.212500, 22.324245], [4.175596, -11.610103, 23.418035], [7.189960, -12.358732, 25.272736], [7.184970, -11.206863, 24.081365], [6.876216, -5.288952, 24.982079], [6.310198, -6.578128, 24.844466], [6.894510, -4.764228, 24.023556], [6.414111, -4.614295, 25.714682], [7.920768, -5.496083, 25.253369], [5.701382, -6.551742, 24.118775], [8.577515, -8.403711, 22.751950], [7.279323, -8.599813, 22.153744], [8.463130, -8.343239, 23.860417], [9.248623, -9.206016, 22.448775], [9.104612, -7.464569, 22.478299], [6.744765, -7.812307, 22.375466], [1.325465, -4.153263, 20.757337], [2.609070, -3.882656, 20.161272], [0.524954, -3.840037, 20.102533], [1.333384, -5.192470, 20.985591], [1.268835, -3.685590, 21.786086], [2.678999, -2.958521, 19.935937], [3.801321, -6.778598, 22.652831], [5.195072, -6.465256, 22.483500], [3.452617, -7.513928, 21.903739], [3.689696, -7.150308, 23.654141], [3.248016, -5.803569, 22.675214], [5.280021, -6.197137, 21.545231]],
  "atomic_forces_ev_per_a": [[0.44, 0.18, 0.66], [-0.57, 0.64, -0.58], [0.41, 1.61, 1.48], [2.01, -0.79, 0.04], [0.67, -0.62, -0.43], [-0.60, -0.46, -0.33], [0.26, -0.50, -0.31], [-0.46, -0.04, -0.36], [-0.02, -0.31, 0.26], [-0.43, 0.27, 0.12], [-0.10, -0.33, -1.01], [-0.03, 0.40, -0.21], [-0.47, 0.33, -0.10], [-0.57, -0.04, 0.74], [-0.21, -0.18, 0.11], [0.02, -0.21, -0.56], [-0.14, -0.02, 0.60], [0.75, -0.09, -0.27], [0.04, 0.58, 0.01], [-0.70, -1.74, 0.56], [-1.25, 0.86, -0.02], [0.35, -0.77, -0.99], [0.86, -0.38, -0.78], [0.01, 0.26, 0.13], [0.13, 0.36, 0.92], [-0.02, -0.08, 0.20], [-0.21, 0.32, -0.18], [-0.25, 0.55, -0.15], [0.44, -0.52, -0.18], [-0.49, 0.06, -0.02], [0.40, 0.26, -0.04], [0.14, -0.66, 0.09], [-0.01, 0.65, 0.16], [-0.27, 0.32, 0.73], [0.21, 0.16, 0.31], [-0.08, -0.07, -0.57], [0.74, -0.11, 0.98], [-2.36, -1.10, -1.59], [0.55, -0.44, 0.14], [0.70, 0.42, -1.01], [0.04, -0.59, -0.43], [0.10, -0.14, 0.44], [-0.07, 0.32, 0.30], [-0.25, -0.21, 0.10], [0.44, 0.28, -0.44], [0.15, 0.77, 0.62], [0.17, -0.04, -0.18], [-0.80, 0.24, 0.76], [0.25, 0.49, -0.02], [0.40, -0.20, 0.23], [-0.17, 0.16, 0.36], [0.43, 0.49, -0.63], [0.56, 0.02, -0.02], [-0.65, 0.39, -0.11], [-0.51, 0.34, 2.03], [0.13, -0.63, -1.18], [-0.24, 0.32, -1.27], [-0.08, 0.72, 0.13], [0.26, 0.07, 0.62], [-0.58, -0.78, 0.03], [0.01, -0.47, -0.09], [0.34, -0.35, -0.21], [0.13, 0.13, 0.13], [0.89, 0.10, 0.12], [-0.53, 0.17, 0.22], [-0.33, -0.25, -0.21], [0.20, -0.36, 0.00], [0.14, 0.19, 0.38], [0.22, -0.07, 1.06], [-1.44, -1.75, -1.15], [0.21, 0.48, 0.74], [-0.49, -1.04, -0.23], [0.32, 2.13, 1.12], [0.08, 0.04, 0.16], [-0.21, -0.22, -0.09], [0.72, 0.48, -0.08], [0.44, 0.19, -0.10], [-0.02, 0.18, 0.04], [0.11, 0.10, -0.28], [0.21, 0.50, -0.26], [-0.63, -0.98, -0.58], [0.36, -0.24, -0.01], [0.25, -0.40, -0.33], [0.07, 0.24, 0.20], [-0.21, 0.36, -0.17], [0.92, 0.02, 1.40], [0.10, -0.86, -0.48], [-0.64, -1.05, -0.12], [0.42, 0.35, 0.31], [-0.80, 0.44, -1.29], [-0.49, 0.09, 0.63], [-0.31, -0.06, -0.44], [-0.39, -0.10, -0.99], [-0.04, 0.42, 0.20], [0.26, 0.62, -0.10], [0.55, 0.09, 0.52], [-0.05, 0.06, 0.24], [-0.12, -0.25, -0.37], [-0.06, 0.09, 0.21], [0.06, 0.38, 0.44], [0.38, -0.38, 0.15], [0.20, 0.22, -0.36], [0.96, -0.43, -0.45], [0.29, 0.19, 1.40], [-0.08, 0.05, -0.09], [-0.12, -0.42, 0.05], [-0.16, 0.53, 0.20], [-0.33, 0.09, -0.83], [-0.40, 0.60, 0.73], [0.89, 0.66, 0.16], [0.22, -0.36, -0.65], [-0.28, -0.21, 0.12], [-0.60, -0.26, -0.27], [0.05, -0.47, -0.02], [1.17, 1.04, 1.29], [-0.48, -0.37, 0.24], [-0.37, -0.07, 0.01], [-0.36, -0.99, -0.40], [-0.30, -0.02, -1.18], [-0.10, 0.44, -0.05], [0.27, 1.10, -0.06], [-0.67, -0.66, -0.39], [-0.01, 0.57, 0.34], [-0.10, -0.61, 0.36], [-0.02, -0.92, -0.59], [0.26, 0.49, -0.14]],
  "e_tot_ha": -2196.7197,
  "gap_ev": 8.9,
  "e_homo_ev": -8.46,
  "relative_energy_kj_mol": 170.9
}